Entry from the Open Molecules 2025 dataset: 12 unconnected molecules or ions with the total composition C45H114Br5N7O7 at a distorted geometry (ωB97M-V/def2-TZVPD).

Its LUMO energy is -8.51 eV. The orbital gap comes out at 1.8 eV. The calculation puts the total energy at -423466.9117 eV. The calculation puts the strongest force on any atom at 10.11 eV/Å. Its total charge is +2.

Element x y z (Å)
1 C -1.3063 -1.1390 6.2771
2 C 0.2315 -0.9516 6.3456
3 C 0.9282 -1.5716 5.0969
4 C 0.6627 -0.8884 3.7935
5 C 1.2137 0.5186 3.8329
6 C 0.6016 1.3606 5.0324
7 N 0.5824 0.5608 6.3210
8 O 0.6146 1.2965 7.6373
9 C -0.8851 1.8284 4.7803
10 C 1.5717 2.4792 5.2947
11 C 0.7214 -1.5501 7.6883
12 H -1.5467 -2.1503 6.6052
13 H -1.7481 -1.1065 5.2812
14 H -1.9070 -0.5388 6.9604
15 H 0.7795 -2.6474 5.0037
16 H 1.9965 -1.4392 5.2679
17 H -0.4188 -0.8165 3.6782
18 H 1.0129 -1.4523 2.9290
19 H 1.0505 1.0818 2.9140
20 H 2.3003 0.4689 3.9019
21 H -1.3165 2.5207 5.5033
22 H -1.5130 0.9379 4.7498
23 H -1.0451 2.2481 3.7872
24 H 1.1515 3.2366 5.9565
25 H 1.7904 3.0937 4.4214
26 H 2.5099 2.1577 5.7470
27 H 1.8097 -1.5742 7.7438
28 H 0.3785 -2.5813 7.7732
29 H 0.4076 -0.9257 8.5248
30 C -0.6329 3.6016 -4.1258
31 C -0.3607 3.3458 -5.6690
32 N -1.2274 2.2642 -6.3674
33 C -2.6522 2.8973 -6.5291
34 C -0.5499 1.9810 -7.7711
35 C -1.3959 1.0508 -8.6782
36 C -1.2847 0.9904 -5.4850
37 C 0.0148 0.1224 -5.4464
38 O 1.1239 0.7925 -4.9572
39 C 2.3817 0.1405 -5.3591
40 H -1.6545 3.8735 -3.8601
41 H -0.0481 4.4446 -3.7577
42 H -0.2390 2.7688 -3.5432
43 H 0.6353 2.9399 -5.8457
44 H -0.3999 4.2767 -6.2347
45 H -3.1545 2.9557 -5.5635
46 H -3.2078 2.2130 -7.1703
47 H -2.6667 3.9219 -6.9006
48 H 0.4942 1.8206 -7.5022
49 H -0.4169 2.9257 -8.2983
50 H -1.8536 0.1899 -8.1908
51 H -0.8198 0.6714 -9.5221
52 H -2.1069 1.6893 -9.2023
53 H -2.1589 0.3611 -5.6520
54 H -1.4678 1.3723 -4.4807
55 H 0.1980 -0.1736 -6.4793
56 H -0.2545 -0.7589 -4.8642
57 H 2.5177 -0.0071 -6.4305
58 H 2.5048 -0.7954 -4.8141
59 H 3.2706 0.7463 -5.1829
60 C 6.2796 -3.1173 -1.5056
61 C 6.6682 -2.2849 -0.1893
62 N 5.4742 -1.5573 0.4863
63 C 4.5409 -2.6088 1.1847
64 C 5.9361 -0.5657 1.5978
65 C 6.5714 -1.2532 2.8886
66 C 4.6074 -0.8210 -0.6096
67 C 5.2491 0.3203 -1.3538
68 O 6.2258 -0.2143 -2.1979
69 C 6.3791 0.4670 -3.4624
70 H 7.1923 -3.6481 -1.7765
71 H 5.9783 -2.6079 -2.4210
72 H 5.7081 -4.0283 -1.3281
73 H 7.3552 -1.4627 -0.3894
74 H 7.1011 -2.9008 0.5989
75 H 4.0057 -3.2313 0.4676
76 H 3.8174 -1.9897 1.7152
77 H 5.0745 -3.1613 1.9581
78 H 5.1189 0.0894 1.8997
79 H 6.6444 0.1359 1.1572
80 H 7.3659 -1.9802 2.7206
81 H 5.9327 -1.7694 3.6053
82 H 7.1468 -0.4910 3.4141
83 H 3.7374 -0.4516 -0.0667
84 H 4.1983 -1.5468 -1.3124
85 H 5.7302 1.0614 -0.7154
86 H 4.4516 0.8437 -1.8813
87 H 6.4183 1.5560 -3.4351
88 H 5.5248 0.2750 -4.1116
89 H 7.3174 0.1189 -3.8943
90 C -1.8277 6.7525 2.0721
91 N -0.6358 6.7362 3.0915
92 C -0.8015 7.9455 4.0217
93 C -0.6685 5.3725 3.9293
94 C 0.7412 7.0213 2.4218
95 C 1.0890 6.2431 1.0602
96 O 0.8632 4.9300 1.1899
97 H -1.6153 6.0740 1.2459
98 H -2.0115 7.7604 1.7001
99 H -2.6957 6.3729 2.6112
100 H 0.0705 8.0590 4.6657
101 H -1.6841 7.8996 4.6598
102 H -0.9936 8.8225 3.4036
103 H -0.5254 4.4784 3.3226
104 H -1.6442 5.3550 4.4147
105 H 0.0912 5.5127 4.6983
106 H 1.3940 6.9662 3.2930
107 H 0.7335 8.0743 2.1403
108 H 2.1217 6.3536 0.7294
109 H 0.4677 6.6559 0.2654
110 H 1.6572 4.3912 1.1592
111 C 1.0427 0.5243 -1.7904
112 N -0.0693 0.3665 -0.7438
113 C 0.5823 -0.5479 0.3049
114 C -0.5878 1.6837 -0.2190
115 C -1.2843 -0.3620 -1.3765
116 C -0.9062 -1.7811 -1.8649
117 O -2.1060 -2.2064 -2.4912
118 H 0.5853 0.9799 -2.6686
119 H 1.4934 -0.4027 -2.1448
120 H 1.7975 1.1394 -1.3004
121 H -0.2419 -1.0066 0.8512
122 H 1.2015 -0.0030 1.0175
123 H 1.1309 -1.3597 -0.1727
124 H 0.1685 2.0390 0.4809
125 H -1.5054 1.4520 0.3218
126 H -0.7093 2.3810 -1.0479
127 H -1.8166 0.2902 -2.0688
128 H -1.9970 -0.4877 -0.5615
129 H -0.6682 -2.4444 -1.0333
130 H -0.1156 -1.7961 -2.6151
131 H -2.1753 -2.1230 -3.4450
132 C -1.8663 -4.6326 0.0887
133 N -1.3529 -5.1082 1.5145
134 C -0.0769 -4.4982 1.9345
135 C -2.4124 -4.5932 2.5446
136 C -1.1596 -6.6599 1.4869
137 C 0.0211 -7.0997 0.5557
138 O -0.1471 -8.4705 0.3456
139 H -2.8282 -5.1229 -0.0613
140 H -1.1731 -4.8473 -0.7246
141 H -1.9855 -3.5526 0.1758
142 H -0.1934 -3.4335 2.1369
143 H 0.5624 -4.5534 1.0534
144 H 0.3416 -4.8705 2.8695
145 H -1.9429 -4.9612 3.4569
146 H -3.3333 -5.1608 2.4109
147 H -2.3830 -3.5078 2.4492
148 H -2.1076 -6.9662 1.0446
149 H -0.9561 -6.9938 2.5043
150 H 0.9819 -6.9230 1.0392
151 H 0.0683 -6.5021 -0.3547
152 H -0.6711 -8.5667 -0.4531
153 C -7.1837 -2.8023 -1.2578
154 N -5.9309 -1.8626 -1.5381
155 C -4.6976 -2.5087 -0.8386
156 C -5.7744 -1.9151 -3.0277
157 C -6.0005 -0.4587 -0.9188
158 C -6.6547 -0.3011 0.4750
159 O -8.0163 -0.4086 0.4491
160 H -6.9147 -3.8006 -1.6032
161 H -8.1606 -2.4445 -1.5833
162 H -7.2677 -2.7986 -0.1711
163 H -4.4560 -3.4828 -1.2639
164 H -4.9662 -2.7320 0.1939
165 H -3.8588 -1.8298 -0.6847
166 H -5.6071 -2.8829 -3.5005
167 H -4.8440 -1.4452 -3.3464
168 H -6.6471 -1.4943 -3.5270
169 H -6.6205 -0.0222 -1.7018
170 H -5.0178 0.0074 -0.9902
171 H -6.3138 0.6383 0.9104
172 H -6.3241 -1.1329 1.0970
173 H -8.3848 0.1779 1.1138
174 Br 2.9879 2.4440 1.2360
175 Br 1.9513 -3.9315 -1.4749
176 Br -2.7195 -2.3618 -5.5578
177 Br -3.1514 -0.5415 2.1257
178 Br -3.7267 2.5464 -2.1693

Cartesian forces (eV/Å) of the 6 atoms listed first:
-0.81 -0.18 -0.08
0.20 -0.09 0.46
1.23 0.18 0.48
-1.43 0.65 -0.18
-0.51 -0.29 0.60
1.04 0.33 -0.20